Record 1
The following is a quantum chemistry calculation of 17 unconnected molecules or ions with the total composition H32NO19 in a non-equilibrium geometry, from the Open Molecules 2025 dataset.

```
52
Properties=species:S:1:pos:R:3:nbo_charge:R:1
N -10.40895 11.62075 -1.36784 0.7080
O -11.10629 11.90934 -2.41898 -0.5517
O -9.48603 10.79168 -1.56950 -0.5343
O -10.13867 12.55419 -0.62940 -0.5131
O -6.55433 11.44888 -0.40822 -0.9595
H -5.88465 11.64420 0.20035 0.4669
H -7.41797 11.60699 0.03618 0.5075
O -7.74094 14.43789 -0.64423 -0.9594
H -8.52167 14.60383 -0.13018 0.4962
H -7.84902 15.16017 -1.23930 0.4580
O -12.57648 14.22743 0.14045 -0.9583
H -13.43777 14.41084 0.41341 0.4689
H -12.38255 13.29620 0.16486 0.4899
O -6.65833 8.84698 -1.09902 -1.0189
H -6.54747 9.79526 -0.88596 0.4842
H -7.55818 8.66097 -0.73906 0.4758
O -11.47230 12.59771 2.41182 -0.9597
H -11.37476 11.79737 1.90096 0.4850
H -10.81896 12.61369 3.07502 0.4719
O -8.59468 12.04713 1.43167 -0.9897
H -9.02053 11.48887 2.07661 0.4613
H -9.24247 12.39943 0.79102 0.5004
O -13.29168 9.92353 -1.63490 -0.9415
H -13.57445 9.28642 -0.99821 0.4474
H -12.51680 9.57823 -2.00679 0.4890
O -8.26502 12.79838 -3.14724 -0.9678
H -7.93179 13.46809 -2.51260 0.5073
H -8.54944 12.09982 -2.58611 0.4753
O -11.17831 9.47008 -3.80203 -0.9707
H -11.65722 10.08709 -4.31245 0.4649
H -10.60389 10.11122 -3.31550 0.4986
O -10.64781 14.86906 -2.21508 -0.9743
H -10.66024 13.94992 -2.00894 0.4883
H -11.18340 15.24798 -1.53151 0.4814
O -8.78884 8.81827 0.50532 -0.9518
H -8.25481 9.45095 1.00461 0.4808
H -9.39164 9.33441 -0.01397 0.4882
O -11.42368 10.28826 0.90428 -0.9544
H -11.57630 9.54110 0.35359 0.4925
H -12.03943 10.15150 1.63373 0.4740
O -13.42054 13.04427 -2.91814 -0.9699
H -12.59500 12.61585 -2.72688 0.4875
H -13.96552 12.31290 -3.22688 0.4547
O -11.33761 13.86122 -4.97784 -0.9673
H -11.92652 14.53754 -5.34280 0.4634
H -11.11761 14.22194 -4.10956 0.4993
O -9.25704 11.81829 -5.24647 -0.9876
H -8.81338 12.03927 -4.40672 0.4816
H -10.11846 12.19993 -5.07748 0.4715
O -9.80234 14.78208 1.18184 -0.9661
H -10.39758 14.04723 1.27503 0.5014
H -10.29188 15.55909 1.39307 0.4748
```

Results
Relative energy (zero: lowest compared OMol25 entry of this formula, charge and spin), kJ/mol: 192.9
F_max, eV Å⁻¹: 7.5
Net charge: -1
Kohn-Sham gap, eV: 8.466

***

Record 2
The following is a quantum chemistry calculation of 16 unconnected molecules or ions with the total composition H33O16 in a non-equilibrium geometry, from the Open Molecules 2025 dataset.

```
49
Properties=species:S:1:pos:R:3:nbo_charge:R:1
O 2.17467 3.48274 3.58465 -0.9247
H 1.72735 4.10190 2.97828 0.4618
H 2.87381 3.21904 2.99995 0.4638
O -0.87628 -0.79205 1.40944 -0.9847
H -1.20064 -1.86045 2.72986 0.5423
H -0.50895 0.10007 1.27378 0.4923
O -1.61101 -2.79886 2.62213 -0.8928
H -1.09799 -3.20756 3.39948 0.5028
H -0.62343 -2.96974 1.61003 0.5290
O 2.51617 -0.82282 1.45351 -0.9597
H 2.75548 -1.06461 2.30310 0.4814
H -3.32971 4.08891 0.80942 0.5078
O -5.07187 -1.80857 0.99825 -0.9842
H -5.61986 -2.15989 1.76828 0.5136
H -5.08354 -1.00947 0.67391 0.4711
O -0.75703 0.62078 -4.38131 -0.9537
H -1.41979 1.32598 -4.50074 0.4828
H 0.45301 0.28123 3.35746 0.4538
O -2.83698 -2.12293 -2.34074 -0.9402
H -3.44378 -1.38050 -2.22903 0.4727
H -3.01067 -2.70946 -1.65107 0.4695
O 2.24904 -1.80260 -2.43504 -0.9861
H 1.80833 -0.17212 1.45929 0.4827
H 1.61051 -1.72765 -3.20529 0.4870
O 0.05289 -3.02230 0.70152 -0.7703
H 0.62539 -2.39741 0.48980 0.5355
O -0.19346 -0.07476 4.18916 -0.9215
H 0.57541 -1.40162 -1.62176 0.4820
H -0.69684 0.65208 4.35756 0.4723
O 4.79575 -0.52804 -0.38759 -0.9437
H 3.86919 -0.72383 -0.25050 0.4762
H 5.09251 -1.05392 0.38378 0.4676
O 2.74340 1.66716 0.11284 -0.9863
H -0.95008 0.12160 -3.58753 0.4725
H 2.78044 2.59116 -0.34141 0.4832
O -2.90082 3.60447 0.02653 -0.9798
H -2.53040 4.38546 -0.59291 0.4866
H 3.67441 1.49047 0.34196 0.5009
O -0.06970 -1.13150 -1.22584 -0.9814
H -0.66099 -0.50163 -1.29665 0.4971
H -0.47185 -3.13991 -0.00969 0.5199
O 1.00074 3.33418 -3.98869 -0.9422
H 0.84113 2.44216 -4.27063 0.4858
H 0.37264 3.56697 -3.34122 0.4556
O -1.01980 1.75066 -0.46305 -0.9925
H -1.62431 2.47860 -0.60408 0.5027
H -1.24129 -0.73598 0.45570 0.5025
H 3.05485 -1.25353 -2.61248 0.5106
H -0.16600 2.17918 -0.28269 0.4787
```

Results
Relative energy (zero: lowest compared OMol25 entry of this formula, charge and spin), kJ/mol: 755.2
F_max, eV Å⁻¹: 14.4
Net charge: +1
Kohn-Sham gap, eV: 10.579

***

Record 3
The following is a quantum chemistry calculation of a molecular structure, H33O17 in a non-equilibrium geometry, from the Open Molecules 2025 dataset.

```
50
Properties=species:S:1:pos:R:3:nbo_charge:R:1
O 2.49916 4.45590 1.19890 -0.9738
H 2.57349 3.76295 1.84796 0.4644
H 2.56596 1.74392 -1.74139 0.5505
O -5.13928 0.12571 1.52934 -0.9564
H -2.53649 -0.17367 0.26220 0.4656
H 4.63712 -3.11980 -0.07986 0.4773
O 0.09033 -3.57337 1.09312 -1.0009
H 2.51169 -2.78296 -4.49984 0.4772
H -0.60032 -3.06731 0.49359 0.5057
O -3.86052 1.39402 -1.04881 -1.0220
H -4.39154 1.18694 -0.22998 0.4878
H -3.13574 0.75820 -1.14739 0.4973
O 0.13354 -0.74922 2.10009 -1.0480
H 0.84316 -1.82544 -0.23276 0.4613
O 4.13145 -2.64170 0.56423 -0.9501
H 4.00489 -1.09950 3.22731 0.4626
H -2.15153 4.13705 0.89189 0.4498
O 2.71829 1.12270 -2.43128 -1.0796
H 0.42758 0.73149 2.13762 0.4966
H 3.06314 0.33470 -2.77623 0.5292
O -2.37440 -0.63329 -0.58697 -1.0264
H 3.26743 -2.79264 0.15348 0.4860
H -0.46013 1.85895 -2.93918 0.4861
O 0.37167 1.79968 1.96443 -1.0426
H 1.59894 4.25880 0.87805 0.4974
H -5.16282 -0.02573 2.45993 0.4653
O -0.02969 -1.46155 -0.20113 -1.1546
H 0.54066 -2.90479 -3.24625 0.4882
H 0.42931 1.79368 2.91987 0.4459
O 2.03448 -2.49254 -5.29733 -0.9485
H 0.06504 -0.93328 0.98597 0.5008
H -0.22529 -3.67944 1.99444 0.4662
O -1.05782 1.98167 -2.21388 -0.9916
H 0.10264 3.52039 -1.03231 0.4967
H -0.91225 4.39091 0.73843 0.4839
O -2.99197 -1.97770 1.67864 -0.9667
H -2.34543 -2.10168 1.00109 0.4910
H 1.00021 -1.16853 2.24270 0.4768
O 0.90293 -2.74726 -2.39067 -1.0408
H 0.46876 -2.27199 -1.65646 0.5140
H -2.01098 2.05203 -2.38826 0.5093
O 3.16214 -1.30017 2.78290 -0.9615
H -2.52842 -2.17082 2.51608 0.4765
H -1.34457 -0.90991 -0.62177 0.5325
O -1.70622 4.99945 0.75083 -0.9775
H 1.75871 -1.59973 -5.07336 0.4720
H 3.51255 -1.88681 2.09076 0.4876
O 0.16373 3.43453 -0.01882 -0.9682
H -0.29417 2.57968 0.03157 0.5193
H -4.31940 -0.33249 1.31851 0.4887
```

Results
Relative energy (zero: lowest compared OMol25 entry of this formula, charge and spin), kJ/mol: 423.7
F_max, eV Å⁻¹: 3.4
Net charge: -1
Kohn-Sham gap, eV: 9.156

***

Record 4
The following is a quantum chemistry calculation of a molecular structure, H33O17 in a non-equilibrium geometry, from the Open Molecules 2025 dataset.

```
50
Properties=species:S:1:pos:R:3:nbo_charge:R:1
O -2.78849 -3.33163 -1.81072 -1.0279
H -1.84816 -3.09558 -1.80074 0.4629
H -2.98915 -3.17555 -0.87965 0.4584
O 0.29331 2.32675 2.81274 -1.0334
H 0.02213 1.76096 2.07175 0.5249
H 1.09987 2.17905 3.27304 0.4681
O -0.27441 1.54215 -1.18363 -0.9909
H -1.11297 1.25987 -1.56561 0.4596
H 0.22916 0.71809 -1.20771 0.4850
O -0.73139 4.96009 0.31418 -1.0540
H -0.66631 4.86454 1.26751 0.4675
H -0.85710 5.89654 0.14354 0.4184
O 4.96394 1.76492 2.37511 -0.9823
H 4.44377 2.30928 2.97270 0.4486
O -0.21373 -0.52827 4.08850 -1.0083
H -1.30367 -3.27772 -5.45564 0.4415
H 0.09245 0.31483 3.70753 0.4696
O -3.53965 -0.93358 1.41413 -1.0362
H -2.68947 -0.90471 1.87640 0.4835
H -4.13778 -1.31730 2.05703 0.4274
O -2.02466 1.07482 -4.27350 -0.9955
H -1.95666 1.96828 -3.90402 0.4450
H 4.28887 1.16640 1.98999 0.4941
O 1.27581 -1.22739 -1.43584 -1.0181
H 1.54134 -1.68085 -0.62790 0.4989
H 1.81092 -0.43022 -1.47886 0.4720
O 2.63130 3.59231 -1.99199 -1.0090
H 1.91947 3.64525 -1.34562 0.4918
H 2.31862 3.85439 -2.85849 0.4456
O -0.37950 -0.37515 1.43349 -1.2053
H -0.55381 -1.28178 1.69611 0.4232
H 0.84927 -0.03460 1.14765 0.5021
O 2.65499 -2.94568 0.90025 -1.0087
H 3.14416 -2.25196 1.38219 0.4939
H 3.21785 -3.64350 0.57767 0.4570
O 1.84798 0.34320 0.75734 -1.1196
H 1.72915 1.29835 0.72798 0.4614
H -0.69061 -0.60049 3.21823 0.4766
O -5.18581 2.35032 -0.54511 -0.9838
H -4.72372 2.64888 0.24411 0.4594
H -4.71838 1.52719 -0.68087 0.4727
O -1.87210 -2.53168 -5.67112 -0.9657
H -2.01177 -2.27279 -4.74538 0.4730
H -1.08565 0.85074 -4.23137 0.4562
O 3.96137 -0.72079 2.00943 -1.0109
H 4.59687 -0.78642 1.29343 0.4669
H 3.06140 -0.46878 1.68686 0.5240
O -1.05992 -5.77382 -0.04057 -1.0122
H -0.84177 -5.35862 0.79620 0.4581
H -1.73734 -5.26833 -0.50078 0.4745
```

Results
Relative energy (zero: lowest compared OMol25 entry of this formula, charge and spin), kJ/mol: 0.0
F_max, eV Å⁻¹: 2.4
Multiplicity: 2
Net charge: -2
⟨S²⟩: 0.751
Kohn-Sham gap (spin up / spin down), eV: 1.776 / 8.423

***

Record 5
The following is a quantum chemistry calculation of 17 unconnected molecules or ions with the total composition H33O17 in a non-equilibrium geometry, from the Open Molecules 2025 dataset.

```
50
Properties=species:S:1:pos:R:3:nbo_charge:R:1
O -2.93320 -3.44270 -1.49133 -0.9399
H -2.35908 -2.72822 -1.68588 0.4700
H -3.17856 -3.10496 -0.75231 0.4542
O 0.55220 2.38172 3.00999 -1.0129
H 0.54297 2.17411 2.04264 0.4722
H 1.08386 1.79529 3.49766 0.4617
O -0.37984 1.45090 -1.31655 -0.9879
H -1.09997 1.03720 -0.82553 0.4688
H 0.21894 0.95611 -0.85743 0.4492
O -0.82765 5.17455 0.08798 -1.0598
H -0.71987 4.81275 0.97540 0.4681
H -1.14886 6.06235 0.06175 0.4320
O 5.09031 1.62417 2.13826 -0.9646
H 5.01537 2.31922 2.63487 0.4287
O -0.22731 -0.77349 4.23294 -0.9967
H -1.35655 -1.78807 -6.16301 0.4400
H 0.68028 -0.40667 3.87444 0.4537
O -3.50155 -1.02051 1.51568 -1.0747
H -2.53624 -0.78651 1.53691 0.5477
H -4.19295 -0.72845 1.95685 0.4602
O -1.83944 1.13071 -4.16074 -1.0418
H -1.59962 1.94854 -3.62662 0.4687
H 4.65188 1.02034 2.80897 0.4751
O 1.24881 -1.24754 -1.54047 -0.9977
H 1.19117 -1.79797 -0.68706 0.4760
H 1.55133 -0.45226 -1.18696 0.4683
O 2.45343 3.49900 -1.55487 -1.0330
H 1.78077 2.96328 -1.72333 0.4562
H 2.79345 3.74183 -2.41689 0.4130
O -0.39029 -0.77059 1.49987 -1.2114
H 0.07676 -1.50005 1.43515 0.4216
H 0.74001 -0.18645 0.81090 0.4986
O 2.44559 -2.77272 0.91853 -0.9629
H 2.38765 -2.02699 1.42043 0.4814
H 3.26193 -2.58826 0.31208 0.4602
O 1.81937 0.11491 0.55627 -1.0866
H 1.82158 1.05787 0.49445 0.4701
H -0.73549 -0.51392 3.38915 0.5117
O -5.16266 2.25337 -0.73426 -0.9902
H -5.01763 2.34399 0.17700 0.4447
H -5.14168 1.32651 -0.86607 0.4592
O -1.79175 -2.48062 -5.60000 -0.9475
H -2.32746 -1.78645 -5.22469 0.4657
H -0.90134 0.85180 -4.32254 0.4433
O 3.61057 -0.75595 2.14698 -1.0650
H 4.45329 -1.06542 1.89262 0.4520
H 3.01042 -0.41732 1.31204 0.5083
O -1.16413 -6.01573 0.04202 -0.9774
H -0.31727 -5.63165 0.36438 0.4734
H -1.63151 -5.25110 -0.40965 0.4954
```

Results
Relative energy (zero: lowest compared OMol25 entry of this formula, charge and spin), kJ/mol: 318.9
F_max, eV Å⁻¹: 9.5
Multiplicity: 2
Net charge: -2
⟨S²⟩: 0.751
Kohn-Sham gap (spin up / spin down), eV: 2.000 / 8.849

***

Record 6
The following is a quantum chemistry calculation of 17 unconnected molecules or ions with the total composition H33O17 in a non-equilibrium geometry, from the Open Molecules 2025 dataset.

```
50
Properties=species:S:1:pos:R:3:nbo_charge:R:1
O 0.31039 5.87080 2.43734 -0.9918
H 1.18833 5.75318 1.99328 0.4696
H 0.14321 4.96487 2.67978 0.4610
O 1.62146 3.83320 0.02043 -0.9822
H 1.35376 4.49190 -0.71671 0.4932
H 1.28241 2.97462 -0.22605 0.4752
O 0.46055 0.11253 -1.01022 -1.0022
H 0.52311 -0.72257 -0.56220 0.5044
H -0.29481 0.20426 -1.55635 0.4919
O -3.55841 -4.86864 1.16047 -0.9494
H -3.64215 -4.35798 2.04037 0.4765
H -2.96311 -5.60913 1.35690 0.4659
O 0.17426 1.74606 5.64014 -1.4512
H 1.01203 1.58904 6.11623 0.3407
O -2.09318 -0.37366 -0.68391 -1.2122
H -1.18122 -1.37771 -0.72732 0.5047
H -2.85733 -0.96348 -0.49754 0.4267
O 2.65308 0.53967 -3.55908 -0.9401
H 2.53292 0.05295 -4.39703 0.4400
H 2.26352 -0.20310 -3.05628 0.4912
O 1.09259 0.14253 2.00668 -0.9875
H 0.72218 0.87399 2.52760 0.4724
H -0.06148 2.61194 5.92126 0.3421
O -0.77229 -4.25576 -3.90143 -0.9358
H -0.34855 -3.53820 -4.36882 0.4689
H -0.26875 -5.02802 -4.07282 0.4587
O -0.39583 4.31190 -1.61853 -0.9710
H -0.69718 3.74378 -2.33485 0.4738
H -0.41597 3.76987 -0.79942 0.4934
O -0.35483 -2.04795 4.50951 -1.0020
H -0.68822 -1.68267 5.33829 0.4520
H -0.14080 -1.17819 4.02571 0.4899
O 1.43436 -3.83788 0.75811 -0.9949
H 0.75827 -3.17759 0.57566 0.5211
H 2.01011 -3.48268 1.40856 0.4605
O -3.04594 -0.22276 -3.19856 -0.9750
H -3.28039 0.31391 -2.40174 0.4785
H -2.75236 -0.95349 -2.66476 0.4808
O -3.70623 1.08456 0.67907 -0.9813
H -3.07383 0.55344 1.15734 0.4778
H -3.55674 0.76697 -0.19231 0.4742
O -0.51878 -2.35113 -0.62980 -1.1327
H -0.94151 -3.01002 -1.21036 0.4606
H 0.64858 0.21378 1.17485 0.4789
O 3.19488 3.77190 -2.31093 -0.9515
H 4.10860 3.54663 -2.45702 0.4697
H 2.61218 3.47762 -3.00518 0.4791
O 3.02417 -2.36496 -0.60051 -0.9624
H 2.75485 -3.33858 -0.80388 0.4933
H 3.73007 -2.36978 0.03603 0.4568
```

Results
Relative energy (zero: lowest compared OMol25 entry of this formula, charge and spin), kJ/mol: 114.7
F_max, eV Å⁻¹: 3.4
Multiplicity: 2
Net charge: -2
⟨S²⟩: 0.750
Kohn-Sham gap (spin up / spin down), eV: 1.353 / 7.905